1.
The following is a quantum chemistry calculation of 24 unconnected molecules or ions with the total composition C48H144O24 at a distorted geometry, from the OMol25 dataset.

```
216
Properties=species:S:1:pos:R:3:forces:R:3
C -20.910675 -16.229816 7.959887 -0.6 0.8 2.2
C -21.828409 -15.154096 8.603294 0.0 -0.9 -0.1
O -23.042399 -15.833414 8.913937 -1.6 1.5 0.8
H -21.400382 -16.664006 7.131780 -0.4 -0.3 -1.2
H -20.799145 -17.038175 8.709915 0.2 0.4 -0.4
H -19.962582 -15.778197 7.722537 0.5 -0.1 -0.3
H -22.020054 -14.315001 7.925371 0.1 0.0 0.0
H -21.386053 -14.774997 9.534854 0.1 0.1 -0.3
H -23.704827 -15.171770 9.320480 1.5 -1.2 -1.0
C -29.822004 -5.957299 12.330229 -0.4 -0.7 -1.1
C -28.703298 -6.759901 12.970531 0.4 0.2 0.5
O -27.372389 -6.250479 12.686093 -0.9 0.0 -0.3
H -29.971599 -6.151579 11.234635 0.3 0.0 0.9
H -29.645129 -4.910327 12.414043 0.2 1.0 0.2
H -30.785259 -6.135666 12.813278 0.1 -0.2 0.1
H -28.719341 -7.781909 12.597187 0.1 -0.1 0.2
H -28.814910 -6.747260 14.077136 -0.1 -0.2 -0.6
H -27.457375 -5.290247 12.674335 0.2 0.0 0.0
C -23.302182 -5.414586 4.128038 0.3 -0.4 -0.3
C -24.037845 -4.658306 5.177841 0.3 0.4 0.5
O -25.258968 -5.311920 5.480148 -0.4 0.8 0.5
H -23.315200 -6.493076 4.249538 0.2 -0.2 0.5
H -22.288457 -5.039799 4.106353 0.4 -0.1 -0.2
H -23.748203 -5.247880 3.160931 -0.2 0.2 -0.5
H -24.218099 -3.671910 4.714912 -0.1 0.1 0.6
H -23.422227 -4.541071 6.110458 -0.5 -0.1 -0.8
H -25.566946 -4.921581 6.337511 -0.1 -0.8 -0.6
C -21.559501 -15.735829 12.113626 -0.7 0.8 0.5
C -21.766718 -14.387048 12.876670 -0.4 -0.7 0.1
O -21.791234 -13.263543 12.001962 0.0 -0.1 -0.2
H -21.624810 -16.593603 12.786112 -0.5 0.1 0.0
H -20.589795 -15.847492 11.684214 1.0 0.4 -0.4
H -22.277433 -15.799261 11.275761 0.1 -0.2 0.6
H -21.035856 -14.216522 13.705772 -0.4 -0.2 -0.7
H -22.779673 -14.342760 13.280852 0.1 -0.5 0.4
H -20.879361 -13.141534 11.753968 0.8 0.4 -0.5
C -25.874125 -11.024736 13.247794 0.2 -1.0 0.5
C -25.129176 -12.402793 13.343523 0.5 0.3 -0.6
O -25.657797 -13.513593 12.584424 0.3 0.9 -0.2
H -25.633385 -10.504448 12.293705 -0.5 -0.3 0.6
H -25.458916 -10.452775 14.102428 -0.2 0.1 -0.6
H -26.967698 -11.142493 13.447578 0.8 0.1 -0.5
H -25.028952 -12.683736 14.407849 -0.5 -0.2 -0.5
H -24.080068 -12.229895 13.020320 -0.4 0.0 0.1
H -25.293805 -13.483551 11.658764 -0.3 0.2 1.1
C -28.284876 -4.981967 1.699412 1.6 -0.4 0.3
C -26.951631 -4.663404 2.397164 0.4 0.7 -1.2
O -27.187942 -4.218407 3.716597 0.3 -0.9 0.6
H -28.652427 -5.904589 2.167948 -0.4 0.3 -0.4
H -28.067548 -5.110058 0.626781 -0.4 -0.2 0.3
H -28.915574 -4.118783 1.839211 -0.6 0.0 0.1
H -26.515294 -3.771636 1.889427 0.1 -0.8 -0.1
H -26.229248 -5.536376 2.310053 -0.8 1.0 0.4
H -26.463101 -4.589051 4.267279 -0.4 0.1 0.2
C -18.592052 -7.212921 5.891148 -0.4 1.6 0.3
C -19.972633 -6.829123 6.477540 0.2 -2.6 1.1
O -20.264671 -5.467129 6.472476 0.0 0.2 -0.3
H -17.787660 -6.866812 6.607398 -0.7 -0.4 -0.9
H -18.533489 -6.632016 4.936184 0.4 -0.8 0.5
H -18.531312 -8.296869 5.741747 0.1 0.3 -0.1
H -19.999852 -7.243616 7.523248 -0.1 0.4 -0.5
H -20.750681 -7.416023 5.962611 0.1 0.6 -0.1
H -19.408110 -5.048421 6.542953 0.1 0.6 0.1
C -24.285230 -4.744484 13.827322 0.7 0.4 -0.3
C -23.900705 -6.127245 13.362955 -0.7 -0.4 1.3
O -24.474416 -6.444911 12.124687 0.8 -0.3 -1.3
H -24.051197 -4.106253 12.941401 -0.4 0.1 1.0
H -23.640318 -4.488069 14.690927 -0.3 0.2 -0.5
H -25.335087 -4.681271 14.144034 0.2 0.0 -0.3
H -24.196391 -6.848168 14.146734 0.0 -0.1 -0.3
H -22.809616 -6.190618 13.307146 -0.2 -0.1 -0.5
H -25.424725 -6.587559 12.111067 -0.2 0.1 0.8
C -29.459701 -12.865521 5.149972 -0.3 -0.6 1.0
C -28.302241 -12.535969 4.286762 1.9 -0.1 0.0
O -27.135628 -12.087445 5.016242 -0.4 -0.1 -0.1
H -29.312858 -13.783148 5.795109 0.2 1.3 -0.4
H -30.191118 -13.190143 4.448617 -1.2 -0.1 -0.5
H -29.816060 -11.986690 5.703793 0.0 -0.4 0.1
H -28.508853 -11.792445 3.506211 -0.3 -0.2 0.1
H -27.995384 -13.476903 3.799290 0.1 0.5 -0.1
H -27.253608 -11.161669 5.340825 -0.1 -0.3 -0.1
C -22.744788 -14.114397 4.706465 -1.4 0.0 0.7
C -24.282778 -14.144858 4.890926 0.8 0.3 -1.6
O -24.772389 -13.020079 4.129067 0.2 -0.3 0.1
H -22.516149 -14.221776 3.671037 0.2 0.0 -0.9
H -22.391745 -14.981553 5.206308 0.7 -0.8 0.6
H -22.268428 -13.218380 5.089004 -0.1 0.0 0.2
H -24.565954 -14.118491 5.941966 -0.2 0.1 0.0
H -24.614246 -15.093654 4.403666 -0.1 0.6 0.6
H -25.683787 -12.715413 4.339670 0.2 -0.2 0.5
C -22.160145 -9.799383 13.705338 0.3 -0.2 -0.5
C -22.660902 -9.868326 12.249698 0.5 0.6 1.0
O -21.715753 -9.108442 11.495488 -0.3 0.0 -0.8
H -22.395861 -8.824331 14.189625 0.2 -0.8 -0.3
H -21.070213 -9.936684 13.614219 -0.2 0.3 0.3
H -22.504008 -10.650822 14.293923 -0.3 0.2 0.1
H -23.624858 -9.369066 12.187468 -0.4 -0.2 -0.2
H -22.709026 -10.912060 11.901057 0.0 0.3 0.0
H -22.046896 -9.105395 10.558278 0.6 -0.1 0.5
C -21.308750 -9.620054 3.776250 -0.9 0.1 0.9
C -22.655478 -10.284815 3.495493 0.4 1.7 -2.3
O -22.942706 -11.086509 4.551106 -1.0 -1.8 1.1
H -20.600017 -10.393027 4.051301 0.3 -0.1 -0.1
H -21.482329 -8.989529 4.695325 0.5 -0.3 -1.1
H -20.967506 -9.060121 2.912733 0.2 0.3 0.1
H -22.645625 -10.850172 2.509084 0.0 0.5 1.0
H -23.405770 -9.454913 3.395594 0.3 -0.6 -0.1
H -23.601335 -11.780473 4.261251 0.1 0.5 0.6
C -20.130082 -4.990766 15.826519 -0.9 0.5 -0.7
C -19.572591 -4.399982 14.507410 0.0 0.5 1.4
O -20.584342 -4.338984 13.531234 0.2 -0.5 -0.5
H -21.109770 -4.570991 16.093066 0.1 0.4 -0.5
H -19.546147 -4.778455 16.700499 0.8 -0.3 0.3
H -20.378380 -6.034069 15.698135 0.5 -0.5 0.1
H -18.696813 -4.967783 14.164143 -0.2 -0.1 0.0
H -19.217539 -3.376008 14.670782 -0.1 -0.1 0.1
H -20.555302 -5.227313 13.129511 -0.5 0.0 -0.2
C -22.006935 -4.444601 10.158566 -0.2 -1.1 -0.8
C -21.531097 -3.103924 10.550456 1.5 1.1 1.2
O -22.190822 -2.637886 11.737763 0.3 -0.2 -0.3
H -23.088264 -4.433762 9.983102 0.1 -0.2 0.5
H -21.700757 -5.197598 10.892718 -0.5 0.1 0.1
H -21.577374 -4.785685 9.209364 0.2 0.2 0.0
H -21.749684 -2.343613 9.826110 -0.1 0.3 -0.7
H -20.388721 -3.077267 10.695747 -1.5 -0.1 -0.1
H -21.787935 -3.126243 12.466980 0.0 0.0 0.3
C -27.779640 -8.124134 9.373255 0.6 0.3 -1.4
C -28.585699 -9.329865 9.684889 -1.3 -0.8 0.9
O -28.800104 -10.237544 8.602559 0.5 -0.2 -0.3
H -27.765122 -7.495709 10.231138 0.1 0.6 0.9
H -28.320798 -7.591565 8.590885 0.2 0.3 -0.2
H -26.733866 -8.250856 9.037273 -0.5 -0.4 0.2
H -29.604978 -8.983167 9.945556 0.4 0.0 0.1
H -28.226163 -9.877944 10.562110 0.2 0.0 -0.1
H -28.381080 -11.088690 8.798251 -0.1 0.3 -0.1
C -26.692081 -8.158761 4.517907 0.0 -1.1 -1.1
C -27.754392 -8.277490 5.537984 -0.6 -2.1 -0.3
O -27.512594 -9.585807 6.130119 0.1 0.1 0.4
H -26.859279 -8.944920 3.713153 0.4 1.0 0.8
H -25.794888 -8.384712 5.083035 0.6 0.1 -0.5
H -26.659288 -7.172751 4.091594 0.2 0.4 -0.3
H -28.741079 -8.401570 5.079079 -0.1 1.0 0.3
H -27.634137 -7.517599 6.279857 -0.5 0.6 0.4
H -28.019177 -9.673194 6.952204 -0.1 -0.1 0.0
C -26.009636 -3.656540 10.207950 0.4 -0.1 0.5
C -25.618980 -3.631128 8.751448 -1.0 -0.4 -0.8
O -25.943060 -4.891494 8.060956 1.4 1.4 0.4
H -27.073834 -3.657831 10.314403 -1.0 0.0 -0.1
H -25.671908 -2.751596 10.690505 0.2 0.4 0.1
H -25.640723 -4.465928 10.846818 0.4 -0.2 -0.6
H -24.559213 -3.462140 8.601817 0.1 0.0 0.0
H -26.220209 -2.838777 8.237054 0.7 -0.4 0.4
H -26.696336 -5.222754 8.513648 -1.1 -0.7 0.3
C -20.373944 -11.586675 8.822630 1.0 -1.0 2.1
C -20.360390 -11.529405 7.343445 -1.1 0.1 -0.7
O -21.574097 -10.854910 7.033461 -0.4 0.6 -0.3
H -20.079817 -10.639702 9.323654 -0.4 -0.4 -0.4
H -19.698142 -12.380421 9.242483 -0.4 0.6 -0.5
H -21.387540 -11.880611 9.158345 0.5 0.3 -0.1
H -20.418959 -12.504212 6.881245 0.2 -0.6 0.0
H -19.527287 -11.008504 6.893230 0.5 0.3 0.1
H -21.949336 -11.066979 6.167657 0.0 0.0 -0.4
C -25.738129 -12.128224 8.793079 -0.5 0.3 0.6
C -24.394346 -11.961003 9.479741 0.6 0.2 -0.1
O -24.132890 -13.212971 10.132618 0.5 -0.4 0.7
H -26.026120 -11.179627 8.286936 0.3 -0.7 -0.1
H -26.510607 -12.292692 9.596867 0.6 -0.3 -0.8
H -25.657253 -12.991828 8.084780 -0.5 0.8 0.6
H -24.360132 -11.108330 10.217496 -0.1 -0.8 -0.7
H -23.625545 -11.804051 8.690407 -0.3 0.2 0.6
H -23.297195 -13.236155 10.667221 -0.5 0.5 -0.5
C -30.507858 -5.323549 7.781627 0.6 0.9 -0.7
C -30.289453 -4.719016 6.385828 1.8 0.1 -1.0
O -29.140493 -5.328253 5.725329 -0.3 0.0 0.9
H -31.394370 -4.798855 8.113821 -0.4 -0.2 0.6
H -29.673968 -5.070368 8.475190 -0.5 -0.2 -0.5
H -30.656888 -6.403797 7.770160 -0.1 0.1 -0.1
H -30.107812 -3.614658 6.415779 -0.3 -0.7 0.4
H -31.092865 -4.882289 5.677343 -0.8 -0.1 0.4
H -28.853959 -4.812560 4.957385 0.0 0.1 0.1
C -17.005650 -9.866397 8.170480 0.4 -0.2 0.1
C -17.125260 -8.557594 8.908232 0.0 0.8 -1.4
O -16.573223 -8.727761 10.187616 0.0 -0.3 0.3
H -17.439772 -9.918179 7.179825 -0.2 0.5 -0.1
H -17.473692 -10.636387 8.759482 -0.3 -0.3 0.3
H -15.976853 -10.154998 8.076364 0.7 -0.1 -0.1
H -18.199914 -8.323534 8.896087 0.1 0.2 0.5
H -16.591777 -7.705488 8.380778 -0.5 -0.9 0.3
H -16.773135 -7.955897 10.718801 0.0 0.2 0.1
C -18.505043 -10.998392 12.213638 -0.1 -0.7 0.7
C -17.887343 -12.148492 11.469409 1.0 0.6 0.4
O -18.693049 -13.318066 11.620849 -0.2 0.6 0.3
H -19.461031 -10.749932 11.786339 -0.6 0.3 0.1
H -17.844101 -10.157648 12.176559 0.4 0.6 -0.4
H -18.561517 -11.228077 13.287157 -0.4 -0.1 -0.3
H -16.860999 -12.221338 11.889715 -0.4 -0.7 -0.3
H -17.770232 -11.855146 10.428047 -0.1 -0.3 -0.2
H -18.244374 -14.087951 11.283395 0.3 -0.3 -0.2
C -24.027655 -8.109752 7.411770 -0.4 -1.6 0.6
C -23.779667 -8.575497 8.857386 0.5 0.3 -0.9
O -22.562414 -9.337545 8.992813 -0.9 0.4 -0.2
H -23.108838 -7.875225 6.906390 0.4 0.2 -0.3
H -24.699650 -7.277515 7.358511 -0.3 0.6 0.1
H -24.535709 -8.965394 6.924572 0.4 0.5 -0.3
H -24.659966 -9.151828 9.142188 0.1 -0.3 0.4
H -23.681291 -7.736825 9.528464 0.0 0.3 0.4
H -22.388032 -9.877363 8.190798 0.1 0.1 0.2
C -19.095693 -6.228135 10.466538 -1.8 0.9 0.1
C -19.007430 -6.982962 11.785295 0.9 -0.2 0.2
O -20.204034 -6.955056 12.596577 1.4 0.6 -0.9
H -19.291674 -5.123410 10.599026 0.4 -1.2 -0.1
H -19.957420 -6.654881 9.946913 -0.4 0.3 0.0
H -18.347055 -6.402492 9.711156 1.0 0.1 0.4
H -18.189166 -6.584095 12.396225 -0.1 -0.1 0.1
H -18.769466 -8.034899 11.548090 -0.1 0.2 0.3
H -20.734777 -7.597467 12.124978 -1.3 -0.7 0.1
```
Positions in Å, forces in eV/Å.

The calculation puts the energy above the lowest of the compared OMol25 structures with the same formula, charge and spin at 19.0 kcal/mol. As for the frontier orbital gap: 10.14 eV. The calculation puts the HOMO energy at -9.64 eV.

=====

2.
The following is a quantum chemistry calculation of CH4ClO2PS in the gas phase at a distorted geometry, from the OMol25 dataset.

```
10
Properties=species:S:1:pos:R:3:forces:R:3
C -1.183448 0.194797 1.207015 0.7 -1.0 -2.4
O 0.801410 -0.010108 -2.137487 0.4 0.6 -0.6
O -0.654901 0.542548 -0.088113 2.8 -0.4 -2.1
P 0.728300 -0.315144 -0.588820 -3.2 1.1 0.4
S 0.573153 -2.146441 -0.140233 0.5 -0.4 0.0
Cl 2.187424 0.775110 0.216607 0.6 0.3 0.2
H -1.159756 -0.898435 1.085837 -0.2 0.2 1.7
H -2.185699 0.536084 1.133923 -0.8 0.5 0.6
H -0.537545 0.711593 1.884029 -0.1 -0.3 1.2
H 1.431061 0.609999 -2.572757 -0.6 -0.5 1.0
```
Positions in Å, forces in eV/Å.

The calculation puts the energy above the lowest of the compared OMol25 structures with the same formula, charge and spin at 0.4 kcal/mol. As for the frontier orbital gap: 9.97 eV. The calculation puts the HOMO energy at -9.60 eV.

=====

3.
The following is a quantum chemistry calculation of 4 unconnected molecules or ions with the total composition C2H11NO2S2 at a distorted geometry, from the OMol25 dataset.

```
18
Properties=species:S:1:pos:R:3:forces:R:3
N 0.872487 1.005927 2.090076 -0.3 0.1 -0.6
C 1.059714 0.291736 0.829680 -0.8 0.1 -0.1
C 0.267958 1.101295 -0.219530 2.7 -0.6 -0.3
S 0.273719 0.533144 -1.826096 -0.2 0.4 0.3
S -1.815377 -0.250305 1.300658 0.1 0.1 -0.4
H -0.114372 1.001009 2.314746 0.2 0.0 0.4
H 1.384258 0.619093 2.856110 0.3 -0.3 0.3
H 0.643684 -0.731453 0.730080 0.6 0.1 0.5
H 2.132343 0.305865 0.611381 -0.3 -0.2 -0.3
H 0.703676 2.109237 -0.155968 -0.8 0.5 -0.1
H -0.795398 1.295656 0.175269 -1.2 -0.4 0.4
H -3.153229 -0.216890 1.366909 -0.1 0.4 -0.1
H -2.399474 -0.376461 -1.014410 0.0 -0.2 0.1
H -1.928237 0.090606 -2.387835 0.1 0.2 -0.3
O -2.648244 -0.366508 -1.950662 -0.2 -0.1 0.1
H 2.099305 -2.776748 -1.979884 -0.1 0.3 0.3
H 1.524211 -1.391590 -1.545228 0.3 -1.1 0.3
O 1.892972 -2.243612 -1.195299 -0.2 0.7 -0.6
```
Positions in Å, forces in eV/Å.

The calculation puts the energy above the lowest of the compared OMol25 structures with the same formula, charge and spin at 106.3 kcal/mol. As for the frontier orbital gap: 4.93 eV. The calculation puts the HOMO energy at -9.34 eV.